(1)
{"formula": "C3H33NO15", "method": "the ωB97M-V functional and the def2-TZVPD basis", "molar_mass_g_mol": 323.29, "homo_ev": -9.4, "e_above_lowest_kj_mol": 375.7, "total_energy_ev": -35849.333, "species": ["O", "O", "O", "O", "O", "O", "O", "O", "O", "O", "O", "O", "O", "O", "O", "N", "C", "C", "C", "H", "H", "H", "H", "H", "H", "H", "H", "H", "H", "H", "H", "H", "H", "H", "H", "H", "H", "H", "H", "H", "H", "H", "H", "H", "H", "H", "H", "H", "H", "H", "H", "H"], "xyz": [[2.120, -0.639, 2.285], [-2.675, -0.387, 2.182], [-0.968, -0.010, -3.882], [-1.101, -2.700, 3.721], [1.937, 1.412, -4.238], [0.083, -2.195, 1.361], [2.437, 1.790, -1.462], [0.818, 1.669, 2.698], [-0.833, -2.089, -0.695], [1.413, 3.543, 0.692], [1.382, -1.424, -0.340], [-1.910, 3.442, 1.529], [0.954, -4.623, 1.940], [-4.219, -0.987, -0.700], [1.527, -1.283, -3.251], [-0.023, 0.560, -1.121], [-0.468, 0.002, 0.226], [-0.441, 1.914, -1.501], [0.066, -1.499, 0.251], [-0.316, -2.142, 3.700], [-2.197, -0.209, 2.995], [-0.351, 0.726, 1.016], [-1.189, -2.753, 2.748], [0.629, 4.014, 0.985], [-2.805, 3.667, 1.800], [-0.618, 0.770, -4.325], [0.981, 0.455, -1.241], [-1.045, -0.669, -4.577], [2.077, 0.487, -3.980], [1.215, 0.794, 2.525], [-1.500, -0.137, -0.084], [0.787, -1.782, -3.602], [-0.737, -3.046, -0.604], [2.751, -1.155, 2.795], [2.364, 1.950, -3.567], [-2.801, -1.340, 2.237], [2.331, 2.614, -0.954], [-1.644, 2.712, 2.100], [0.265, -4.423, 2.576], [-4.388, -1.729, -1.290], [1.309, -1.094, 2.589], [0.941, 1.851, 3.626], [-0.466, 0.013, -1.869], [-3.326, -1.178, -0.392], [1.590, -1.573, -2.332], [-1.381, 1.917, -2.044], [0.971, -3.763, 1.452], [1.614, 2.990, 1.462], [0.287, 2.583, -1.912], [2.020, -1.049, 0.276], [3.266, 1.423, -1.132], [-0.736, 2.580, -0.672]]}

(2)
{"formula": "C5H43N2O14", "method": "the ωB97M-V functional and the def2-TZVPD basis", "molar_mass_g_mol": 355.40, "total_charge": 1, "homo_ev": -11.8, "e_above_lowest_kj_mol": 181.7, "total_energy_ev": -37521.831, "species": ["O", "O", "O", "O", "O", "O", "O", "O", "O", "O", "O", "O", "O", "O", "N", "N", "C", "C", "C", "C", "C", "H", "H", "H", "H", "H", "H", "H", "H", "H", "H", "H", "H", "H", "H", "H", "H", "H", "H", "H", "H", "H", "H", "H", "H", "H", "H", "H", "H", "H", "H", "H", "H", "H", "H", "H", "H", "H", "H", "H", "H", "H", "H", "H"], "xyz": [[3.968, 0.274, 0.518], [-1.515, 1.791, -2.208], [0.468, 1.611, 2.836], [1.165, 1.149, -3.126], [-3.760, 0.652, -0.897], [-0.325, -4.154, 1.667], [-0.904, 3.381, -0.235], [-2.856, 2.045, 1.087], [1.624, 3.162, 0.958], [2.722, -2.153, 0.268], [2.683, 3.400, -1.412], [2.659, -0.640, -1.914], [2.396, -0.709, 2.562], [-2.235, 0.514, 3.194], [-1.656, -1.588, -3.294], [-0.193, -1.303, 2.311], [-0.144, 0.255, 0.498], [-1.606, -1.794, 0.187], [-0.806, -2.204, -2.293], [-1.560, -2.775, -1.087], [-0.275, -1.238, 0.777], [0.504, -2.007, 0.376], [-1.692, 3.067, 0.231], [0.857, 0.722, 0.755], [2.117, 3.905, 0.716], [0.577, 1.085, -4.010], [2.357, 2.817, -2.148], [-4.536, 0.917, -1.420], [1.360, 1.630, 3.195], [-1.832, 2.528, -2.883], [-0.423, 0.429, -0.585], [-3.207, 1.420, 0.375], [0.446, 2.454, 2.448], [-1.052, -0.983, 2.773], [2.692, -1.671, 2.492], [-1.915, -0.588, -3.014], [3.741, 0.338, -0.458], [-2.938, 0.251, 3.773], [-0.028, -1.518, -1.938], [4.837, -0.038, 0.394], [-1.120, 2.404, -1.521], [-2.585, -2.054, -3.307], [-0.325, -4.063, 2.612], [-2.997, 0.992, -1.559], [2.322, 4.275, -1.751], [0.450, 0.896, -2.454], [-2.695, 1.481, 1.815], [-2.190, -2.360, 0.897], [2.298, -1.461, -2.195], [2.447, -1.538, -0.393], [3.066, -0.381, 1.870], [-0.788, 0.825, 1.168], [-1.152, -3.799, -0.736], [-1.939, 1.445, 3.624], [2.101, 2.567, 0.440], [0.039, -2.259, 2.612], [-2.221, -0.949, -0.329], [-2.579, -3.034, -1.353], [3.681, -2.266, 0.188], [0.553, -0.577, 2.521], [-0.021, 3.487, 0.194], [-0.188, -3.021, -2.757], [-0.182, -5.015, 1.492], [2.310, -0.030, -2.545]]}

(3)
{"formula": "C33H46ClNOP4SW", "method": "the ωB97M-V functional and the def2-TZVPD basis", "multiplicity": 3, "molar_mass_g_mol": 847.99, "total_charge": 2, "homo_ev": [-12.3, -12.7], "total_energy_ev": -100824.501, "species": ["W", "Cl", "S", "P", "P", "P", "P", "O", "N", "C", "C", "C", "C", "C", "C", "C", "C", "C", "C", "C", "C", "C", "C", "C", "C", "C", "C", "C", "C", "C", "C", "C", "C", "C", "C", "C", "C", "C", "C", "C", "C", "C", "H", "H", "H", "H", "H", "H", "H", "H", "H", "H", "H", "H", "H", "H", "H", "H", "H", "H", "H", "H", "H", "H", "H", "H", "H", "H", "H", "H", "H", "H", "H", "H", "H", "H", "H", "H", "H", "H", "H", "H", "H", "H", "H", "H", "H", "H"], "xyz": [[-1.362, -2.569, 0.219], [-1.342, -3.799, -1.931], [-2.702, -4.345, 1.382], [-3.352, -1.450, -0.730], [0.818, -3.740, 0.813], [1.943, 2.807, -2.151], [-1.157, 0.575, 4.001], [1.114, 0.788, 1.807], [-2.817, -6.381, -0.602], [-1.677, 2.274, 3.703], [-3.203, -0.297, -2.134], [5.532, 2.324, -1.440], [-4.486, -2.737, -1.336], [0.869, 3.098, -5.605], [1.594, 0.771, -5.690], [3.184, 1.619, -1.329], [-0.239, 0.445, 1.312], [-2.685, -5.456, 0.130], [-1.619, 3.929, -0.491], [1.086, 3.735, 0.123], [1.280, 1.976, -6.338], [-1.509, -1.548, 2.108], [-0.810, 3.032, -1.212], [-0.316, -0.677, 0.318], [-2.378, -0.284, 4.981], [0.428, 0.589, 4.845], [1.596, 0.696, -4.278], [5.843, 1.377, -0.454], [4.860, 0.532, 0.077], [2.461, -3.062, 0.389], [1.322, 1.878, -3.533], [0.894, -4.009, 2.606], [0.794, 2.994, -4.216], [4.215, 2.374, -1.884], [0.304, 4.688, 0.776], [-0.142, -1.505, -0.715], [-1.055, 4.790, 0.459], [3.505, 0.642, -0.347], [0.592, 3.026, -0.995], [-1.020, -0.291, 2.401], [0.863, -5.408, 0.088], [-4.325, -0.522, 0.495], [-2.647, 2.278, 3.187], [0.250, -1.196, -1.644], [-1.668, 5.537, 0.970], [1.830, -0.254, -3.788], [0.772, 5.370, 1.498], [-2.494, 0.233, 5.940], [-1.275, 2.384, -1.963], [6.264, 3.006, -1.886], [1.685, 1.233, 1.151], [-0.928, 2.798, 3.094], [2.775, -0.067, 0.069], [-0.756, 1.388, 0.934], [0.980, -3.036, 3.112], [-5.307, -2.220, -1.857], [-3.937, -3.403, -2.019], [-4.209, -0.202, -2.584], [1.779, -4.637, 2.809], [1.793, -5.884, 0.440], [3.948, 3.148, -2.655], [-2.032, -2.020, 2.958], [-2.060, -1.314, 5.179], [2.450, -2.652, -0.633], [0.844, -5.316, -1.007], [2.742, -2.263, 1.096], [0.498, 3.875, -3.630], [-5.269, -0.201, 0.019], [-0.027, -4.517, 2.928], [-4.532, -1.175, 1.356], [-0.023, -5.971, 0.413], [0.621, 4.051, -6.088], [-3.348, -0.291, 4.471], [1.334, 2.058, -7.426], [3.194, -3.888, 0.452], [2.150, 3.660, 0.363], [0.742, -0.442, 5.051], [1.873, -0.091, -6.312], [1.163, 1.079, 4.197], [-2.696, 4.011, -0.695], [5.157, -0.208, 0.837], [-2.497, -0.703, -2.875], [-4.859, -3.319, -0.479], [-2.856, 0.691, -1.788], [-1.782, 2.788, 4.671], [6.879, 1.313, -0.122], [0.331, 1.138, 5.792], [-3.751, 0.356, 0.835]]}

(4)
{"formula": "C4H13N2O2", "method": "the ωB97M-V functional and the def2-TZVPD basis", "molar_mass_g_mol": 121.16, "total_charge": 1, "homo_ev": -13.1, "e_above_lowest_kj_mol": 630.5, "total_energy_ev": -11422.940, "species": ["O", "O", "N", "N", "C", "C", "C", "C", "H", "H", "H", "H", "H", "H", "H", "H", "H", "H", "H", "H", "H"], "xyz": [[-2.981, -4.139, 0.511], [-1.106, 1.388, 0.019], [1.004, 2.187, -0.091], [-0.876, -1.552, -0.939], [0.114, -0.929, -1.803], [1.971, 2.929, 0.689], [0.032, 1.367, 0.419], [0.553, 0.368, 1.323], [1.802, 3.991, 0.571], [1.545, 0.439, 1.749], [-3.788, -3.652, 0.304], [-1.401, -0.893, -0.382], [2.976, 2.760, 0.326], [-0.165, -0.418, 1.579], [0.764, 2.563, -1.003], [1.952, 2.644, 1.733], [-3.092, -4.445, 1.418], [-0.522, -2.304, -0.358], [-0.152, 0.098, -2.022], [0.278, -1.493, -2.722], [1.092, -0.909, -1.321]]}